68
Properties=species:S:1:pos:R:3:forces:R:3 method="wB97M-V/def2-TZVPD" energy_ev=-110508.4394 homo_lumo_gap_ha="0.258 / 0.208" multiplicity=2 homo_energy_ev="-6.77 / -6.77" total_charge=0
C 1.8629 -1.3050 -2.8415 0.2377 -0.0078 0.1060
C 1.3345 0.0724 -2.5881 -0.2858 0.2517 0.1819
H 2.1821 -1.4218 -3.8761 0.0441 -0.0920 0.0500
H 1.0875 -2.0440 -2.5970 0.2904 0.1439 -0.1853
H 2.7085 -1.4888 -2.1713 -0.0394 -0.1103 -0.1759
C 0.7809 0.8815 -3.5165 -0.4779 0.2638 0.2727
C 0.6590 0.5361 -4.9574 -0.0062 -0.1457 -0.6142
H 0.2997 1.8248 -3.2003 0.4813 -0.5515 -0.0562
H 0.4669 -0.5473 -5.1049 0.1573 0.6323 0.0213
H 1.5831 0.8057 -5.5043 -0.4132 -0.1553 0.0792
H -0.1746 1.1056 -5.4009 0.3693 -0.2648 0.0418
Yb -0.5166 -1.2886 2.6737 -0.3949 0.5146 -0.8109
Cl 2.2321 -0.6582 1.9540 0.0656 0.0178 0.1241
Cl -0.9528 -3.6939 3.5053 -0.4612 0.6192 1.0180
C 0.4333 1.8866 2.6280 -1.0699 -0.6068 -0.1255
O -0.5112 1.0421 2.5819 1.1764 1.5680 0.3366
N 0.2346 3.2039 2.6524 -0.2923 -0.0816 0.0791
C -1.1177 3.7416 2.7550 0.1120 0.2623 -0.0323
C 1.3368 4.1571 2.7103 0.1689 -0.1119 0.1689
H 1.4773 1.5426 2.6434 -0.1615 0.1171 -0.1491
H -1.8337 2.9435 2.5524 0.1294 0.1754 0.0672
H -1.2390 4.5583 2.0277 0.0162 -0.2894 0.1842
H -1.2812 4.1498 3.7647 -0.0119 -0.1526 -0.2566
H 2.2489 3.6731 2.3482 -0.1658 0.1232 0.0664
H 1.5030 4.5150 3.7370 -0.0910 -0.1129 -0.2001
H 1.1175 5.0247 2.0766 0.0117 -0.3109 0.0481
H -1.7561 -1.3781 -2.0133 -0.3446 -0.0838 0.1944
H -2.5153 1.4394 -2.3633 -0.2094 -0.1894 0.1878
C -2.7685 -1.3518 -1.5851 0.1855 0.0396 -0.2523
C -3.3897 1.0269 -1.8311 0.0348 0.1158 0.1057
N -3.0116 -0.0650 -0.9450 0.0865 -0.0898 0.7396
H -2.8848 -2.1476 -0.8499 0.0799 0.0479 -0.1057
C -2.7429 0.1152 0.3697 -0.1133 0.0546 -0.4541
O -2.2546 -0.7364 1.1219 -0.9372 0.6997 -0.4410
H -3.8652 1.8290 -1.2531 0.0938 -0.1525 -0.1758
H -3.0330 1.1304 0.7366 0.2505 -0.4776 -0.1533
H -3.4996 -1.4594 -2.3951 0.0887 -0.1163 0.2419
H -4.0917 0.6453 -2.5854 0.0923 0.1842 0.3195
O 0.0230 -0.3660 -1.2155 -0.9627 0.6990 0.4225
C 1.1197 0.4050 -1.1012 1.0560 0.6852 0.1452
C -0.2845 2.5112 -0.6774 -0.2571 -0.1275 -0.2561
C 0.9648 1.8871 -0.7781 -0.5432 0.1686 -0.1729
H -1.1926 1.8853 -0.6081 0.7126 0.4293 -0.1815
C -0.3871 3.9082 -0.7247 0.3186 0.2177 0.1612
H 1.9262 0.0065 -0.4637 -0.2078 -0.2756 -0.1980
C 2.1124 2.6810 -0.7406 -0.0672 -0.3487 -0.1642
H -1.3789 4.3937 -0.7051 0.6240 -0.3064 0.0104
C 0.7813 4.6927 -0.8132 -0.5139 -0.3996 0.0476
C 2.0316 4.0629 -0.7960 -0.2143 0.4635 0.1630
H 3.0703 2.1701 -0.7142 0.0527 0.1497 -0.1321
H 0.7014 5.7822 -0.8785 0.0756 -0.4060 0.0069
H 2.9371 4.6729 -0.8308 -0.2346 -0.2394 0.0416
Si 0.1128 -4.3589 1.3093 0.8093 -2.7616 -0.7078
Cl -0.0760 -2.3952 0.4144 0.2444 -2.2490 -0.7338
C -1.4635 -5.4771 1.3526 -0.3056 0.2060 0.0357
C 1.7183 -4.4161 2.3335 0.1063 -0.0041 0.3812
C 0.8392 -5.5477 -0.0282 0.1027 0.9398 -0.4701
H -2.3946 -4.9086 1.2621 0.0583 0.0107 0.2092
H -1.5202 -6.0609 2.2798 0.0558 0.3170 -0.0537
H -1.4503 -6.2084 0.5359 0.1176 0.2872 0.0291
H 0.1467 -5.6378 -0.8683 0.2358 -0.1289 -0.1993
H 0.9461 -6.5405 0.4434 -0.0925 0.4041 -0.0235
H 1.8247 -5.2122 -0.3581 0.0099 -0.1759 -0.2840
H 2.1661 -3.4241 2.4880 -0.2114 -0.1522 0.0571
H 2.4606 -5.0247 1.7949 -0.2697 0.2768 0.0283
H 1.5819 -4.8954 3.3115 -0.1071 0.2522 -0.1399
O 1.5397 -0.1442 5.1874 -0.3252 -0.7910 -1.3046
C 1.0355 -0.7057 4.3299 1.0360 1.1310 2.8367



68
Properties=species:S:1:pos:R:3:forces:R:3 method="wB97M-V/def2-TZVPD" energy_ev=-53104.0507 homo_lumo_gap_ha="0.123 / 0.156" homo_energy_ev="-13.30 / -13.31" total_charge=+2
Sn 1.8871 0.1767 -1.4321 -2.0139 0.2684 0.0303
O 1.7928 0.4763 0.9041 0.3015 0.6183 -0.4524
N 1.7411 1.6162 1.3825 -0.2006 -1.2491 1.2326
N 1.7998 2.5984 0.5195 0.1524 1.2548 -1.1742
O 1.9516 2.4038 -0.7420 -0.0083 -0.6617 0.0808
C 1.7073 3.8953 1.0210 -0.0536 -0.3279 0.1806
C 1.6630 4.9732 0.1208 0.0252 0.2531 -0.3092
C 1.5861 6.2485 0.6199 0.0200 -0.1295 -0.1590
C 1.5623 6.4644 2.0059 0.0028 -0.0439 0.0704
C 1.5827 5.3872 2.8978 0.0332 -0.1518 0.0218
C 1.6550 4.1034 2.4213 0.0046 0.0310 0.2610
H 1.6888 4.7922 -0.9437 -0.0074 -0.0364 0.0219
H 1.5452 7.0898 -0.0570 0.0182 0.0036 -0.0098
H 1.5348 7.4748 2.3911 -0.0481 0.0251 -0.0123
H 1.5532 5.5623 3.9635 0.0087 0.0124 0.0075
H 1.6924 3.2593 3.0914 -0.0278 0.0210 0.0500
C 5.8566 -0.5911 0.3351 -0.3290 -0.0841 0.1167
C 5.3923 -0.3462 -1.1097 0.7303 0.3175 0.0625
C 5.9609 0.9008 -1.7832 -0.3687 0.0923 -0.0132
O 4.0678 -0.5071 -1.2749 0.5585 -0.1903 0.1990
H 6.9367 -0.6899 0.3944 0.0284 0.0529 -0.0876
H 5.3917 -1.4911 0.7334 0.0479 -0.0307 -0.0026
H 5.5386 0.2589 0.9414 0.0724 0.0296 0.0190
H 5.8597 -1.2072 -1.6717 -0.3486 -0.2019 -0.0602
H 5.6263 1.7813 -1.2295 0.1073 0.0245 0.0448
H 5.5863 0.9876 -2.8026 0.0872 -0.0529 -0.0298
H 7.0474 0.8825 -1.8005 0.0113 -0.0146 0.0441
O -0.5565 -0.0579 -0.8853 1.7950 0.8719 -0.0982
P -1.6058 -1.0670 -0.5332 -1.8995 -1.0472 0.1320
N -2.3662 -0.6343 0.8637 0.6930 0.2861 -0.5395
C -1.9030 0.4309 1.7555 0.0037 0.1739 0.0401
C -2.5831 0.1003 3.0811 -0.0282 -0.0222 -0.0986
C -3.9232 -0.4899 2.6304 0.1761 0.0572 0.0062
C -3.5446 -1.3167 1.4015 -0.1442 -0.3533 0.0328
N -1.0346 -2.6128 -0.2714 0.0646 0.6720 -0.2116
C -0.1712 -2.7361 0.9188 -0.0423 -0.2119 0.1825
C 0.6264 -4.0377 0.7026 -0.0852 -0.0004 -0.1249
C 0.2619 -4.4930 -0.7214 0.0925 0.0810 -0.0089
C -0.2929 -3.2320 -1.3698 -0.0446 -0.2604 -0.0380
N -2.6920 -1.2088 -1.7618 0.8067 0.0692 0.4637
C -3.1192 0.0082 -2.4662 -0.0765 0.3013 -0.0073
C -4.1899 -0.4861 -3.4355 -0.0110 -0.1322 0.1319
C -4.8105 -1.6763 -2.6937 0.1111 0.1616 0.0181
C -3.6034 -2.3267 -2.0228 0.0384 -0.4753 -0.1888
H -2.2385 1.4100 1.3920 0.0515 -0.0142 0.0065
H -0.8122 0.4410 1.8026 -0.0451 -0.0053 0.1366
H -2.7033 0.9777 3.7133 0.0330 -0.0119 0.0469
H -2.0052 -0.6489 3.6253 0.0129 0.0067 0.0205
H -4.6065 0.3133 2.3529 -0.0352 -0.0134 -0.0117
H -4.3943 -1.0944 3.4013 -0.0643 0.0035 -0.0213
H -4.3489 -1.3675 0.6646 0.0070 0.0468 0.0227
H -3.2861 -2.3431 1.6863 -0.0551 0.0077 -0.0123
H -0.7826 -2.7672 1.8194 0.0336 0.1094 0.0094
H 0.5168 -1.8792 0.9927 -0.0492 -0.0312 0.0797
H 0.3573 -4.7990 1.4305 0.0600 0.0374 0.0637
H 1.6938 -3.8422 0.7985 0.0142 -0.0601 0.0262
H -0.5194 -5.2507 -0.6849 0.0062 -0.0053 -0.0540
H 1.1112 -4.8988 -1.2671 -0.0193 -0.0549 -0.0101
H -0.9428 -3.4303 -2.2200 0.0578 0.0753 -0.0317
H 0.5357 -2.5739 -1.7036 -0.0306 -0.0845 -0.0351
H -2.2668 0.4809 -2.9557 -0.0874 -0.0029 -0.0708
H -3.5436 0.7350 -1.7621 0.0032 -0.0247 -0.0085
H -3.7300 -0.8225 -4.3656 -0.0070 0.0141 -0.0190
H -4.9200 0.2859 -3.6659 0.0332 0.0236 -0.0665
H -5.3255 -2.3597 -3.3645 -0.0393 -0.0397 0.0575
H -5.5221 -1.3216 -1.9459 -0.0099 -0.0155 0.0174
H -3.1317 -3.0286 -2.7206 -0.0432 -0.0136 0.0569
H -3.8350 -2.8807 -1.1126 -0.0807 0.0521 -0.0274



60
Properties=species:S:1:pos:R:3:forces:R:3 method="wB97M-V/def2-TZVPD" energy_ev=-41765.6755 homo_lumo_gap_ha=0.161 homo_energy_ev=-4.95 total_charge=0
P 2.1538 5.5785 0.5918 0.2207 0.7105 -0.4545
P 1.2887 4.8646 -2.9515 0.4742 0.6989 0.2466
C 2.7082 6.3647 -0.9585 0.2146 0.8013 -0.3941
C 1.7225 6.4798 -2.1381 -0.1498 0.2282 -0.5657
H 3.6619 5.9083 -1.2749 -0.4019 0.0116 0.1384
H 2.9637 7.3976 -0.6542 0.0894 -0.3035 -0.0421
H 0.7826 6.9838 -1.8548 0.3339 -0.1411 0.0902
H 2.1723 7.0821 -2.9462 -0.0208 0.2026 0.5083
C 2.8359 4.7077 -3.9529 -0.1392 -0.0023 -0.1938
H 2.7904 3.7806 -4.5441 0.1249 0.3661 0.1273
H 3.7290 4.6718 -3.3091 -0.3816 -0.0752 -0.2039
H 2.9167 5.5801 -4.6182 0.0582 -0.2814 0.0557
C 0.0955 5.4325 -4.2153 0.1875 0.2427 -0.2684
H 0.6334 5.9718 -5.0099 -0.4443 -0.0454 0.0527
H -0.6434 6.0939 -3.7381 0.1394 -0.2389 -0.2455
H -0.4116 4.5472 -4.6279 0.1059 0.3945 0.0096
C 3.6096 5.6096 1.6475 0.0258 0.4162 0.2181
H 3.4882 4.8571 2.4363 0.0105 0.0867 -0.2561
H 3.7380 6.6089 2.0853 0.0540 -0.1979 -0.1379
H 4.4942 5.3503 1.0493 -0.3034 -0.0041 0.2075
C 0.8722 6.6778 1.2400 0.1364 0.5682 0.2096
H 0.0651 6.8102 0.5035 0.3163 -0.0958 0.2057
H 1.3074 7.6587 1.4866 -0.3167 -0.2279 -0.0203
H 0.4526 6.2164 2.1435 0.1019 0.2022 -0.1982
Sr -1.7856 0.2444 -0.2157 0.3122 -1.1572 -0.1224
C 0.9670 2.2511 -2.3113 0.5117 -1.9941 -0.5375
C 2.3046 2.1254 -2.4073 -0.8220 0.2982 -0.7342
C 3.1605 2.7570 -1.3875 0.6520 -0.7986 0.4658
C 3.0256 2.0018 -0.0339 1.4624 -0.7609 -0.8582
C 2.3761 2.7769 0.9836 -0.7323 1.5745 1.9321
C 1.4806 3.9071 0.7431 -1.6476 -2.8558 0.3900
C 0.2559 3.6672 -0.2513 -0.5762 1.1173 0.6934
C 0.1902 2.3329 -1.0147 -0.1680 1.1837 -0.0081
C -1.0375 -0.8247 1.9270 -0.1300 0.1887 0.3726
H 0.3272 2.0262 -3.1761 0.4440 -0.3018 0.2386
H 2.7841 1.7509 -3.3142 -0.3912 0.2495 0.0169
H 2.8343 3.8084 -1.2549 0.0290 -0.3746 -0.0940
H 4.2085 2.8116 -1.7351 -0.3569 -0.1369 0.2395
H 2.4972 1.0419 -0.1763 0.3348 -0.1014 -0.5639
H 4.0493 1.7201 0.2790 -0.3001 -0.0727 -0.0653
H 2.5763 2.5297 2.0219 -0.1175 0.0722 -0.0602
H 0.9482 4.0200 1.7205 0.6167 0.3685 -0.3904
H 0.1144 4.5198 -0.9584 0.0877 -0.7327 0.5012
H -0.6391 3.7239 0.3934 0.1444 -0.2136 -0.0696
H 0.4711 1.5220 -0.3020 0.0400 0.4352 -0.4819
H -0.8801 2.2545 -1.3234 0.5108 0.0197 0.1525
H -1.7907 -1.4613 2.4294 0.2237 0.1468 -0.1328
H -0.7341 -0.0584 2.6653 0.0688 -0.3026 -0.0422
H -0.1623 -1.4694 1.7163 -0.2776 0.2912 0.0674
C -1.3974 -4.3646 -2.7214 0.0617 0.0713 0.0404
C -0.4391 -4.1659 -1.7194 0.3455 0.4782 0.4471
C -0.2794 -2.8838 -1.1285 0.0851 -2.4032 -0.8778
C -1.0695 -1.8748 -1.5962 -0.4358 3.8695 1.3868
C -2.0439 -2.0105 -2.5588 0.2466 -2.4062 -0.7713
C -2.1960 -3.2988 -3.1390 -0.4630 0.6140 -0.2154
H -1.5175 -5.3598 -3.1775 0.0427 0.5682 0.2385
H 0.1877 -5.0041 -1.3998 -0.2091 0.1801 -0.0873
H 0.4548 -2.7241 -0.3298 -0.2670 -0.1363 -0.3139
H -2.6683 -1.1736 -2.8994 0.0715 -0.2323 -0.0251
H -2.9418 -3.4592 -3.9236 0.1671 -0.0617 0.1794